C4H4O | ωB97M-V with the def2-TZVPD basis set

For the maximum force, the calculation gives 0.0675 hartree/bohr. The total energy is -6251.8179 eV. As for the spin multiplicity: 3. As for the energy above the lowest of the compared OMol25 structures with the same formula, charge and spin: 80.7 kcal/mol.

Structure (XYZ):
```
9
Properties=species:S:1:pos:R:3:forces:R:3
C -1.2433 -0.4812 -0.4220 -0.48 0.45 -0.46
C -1.2662 0.5775 0.3349 3.06 -0.60 1.53
C 1.7165 0.2779 -0.3373 -1.07 2.45 1.37
C -0.1615 -0.4799 0.4630 -1.48 -0.53 -0.30
O 2.7418 -0.0122 0.1763 1.38 -1.79 1.03
H -1.9005 -0.8660 -1.1287 -0.48 -1.20 -1.30
H -1.5194 1.4021 0.9301 -0.65 0.89 0.06
H 1.7062 0.8814 -1.2173 -1.12 -0.38 -1.66
H -0.0736 -1.2996 1.2011 0.84 0.70 -0.27
```
Forces are in eV/Å.



C4H4O | ωB97M-V with the def2-TZVPD basis set

For the maximum force, the calculation gives 0.0813 hartree/bohr. The total energy is -6254.0997 eV. As for the spin multiplicity: 3. As for the energy above the lowest of the compared OMol25 structures with the same formula, charge and spin: 28.1 kcal/mol.

Structure (XYZ):
```
9
Properties=species:S:1:pos:R:3:forces:R:3
C -0.5826 1.1823 0.0415 1.34 0.09 -0.46
C 0.9349 -1.0157 -0.0221 -0.01 -0.19 2.14
C 1.8615 0.1795 0.0238 0.85 1.69 -0.80
C 0.4032 0.3414 -0.1141 3.62 -2.05 -0.40
O 3.0720 0.5386 0.0219 -2.27 -0.63 -0.04
H -1.5064 0.7795 0.1723 -2.73 -0.42 0.22
H -0.2478 2.1565 0.0607 -0.36 2.28 0.21
H 1.0797 -1.8588 -0.6733 -0.28 0.15 -1.03
H 0.8812 -1.3174 1.0223 -0.16 -0.90 0.16
```
Forces are in eV/Å.



C4H4O2 | ωB97M-V with the def2-TZVPD basis set

For the maximum force, the calculation gives 0.0131 hartree/bohr. The total energy is -8301.5737 eV. As for the energy above the lowest of the compared OMol25 structures with the same formula, charge and spin: 126.9 kcal/mol.

Structure (XYZ):
```
10
Properties=species:S:1:pos:R:3:forces:R:3
O -2.0391 -0.7928 -0.2506 0.11 -0.19 0.02
C -1.4553 0.4416 -0.5182 0.03 0.26 -0.32
C -0.0142 0.5838 -0.7904 -0.31 -0.12 0.22
O 0.5446 -0.5980 -0.3900 0.13 0.35 0.24
C 1.7037 -0.3871 0.2134 0.54 0.09 0.39
C 2.6212 -0.1184 0.9344 -0.28 -0.17 -0.31
H -1.3337 -1.3881 0.0419 -0.20 0.02 -0.02
H -1.3859 1.0958 0.3965 -0.07 -0.04 -0.11
H -2.0604 1.0145 -1.2223 0.00 -0.07 0.03
H 3.4190 0.1488 1.5853 0.06 -0.12 -0.14
```
Forces are in eV/Å.



C4H4O2 | ωB97M-V with the def2-TZVPD basis set

For the maximum force, the calculation gives 0.0067 hartree/bohr. The total energy is -8303.5900 eV. As for the energy above the lowest of the compared OMol25 structures with the same formula, charge and spin: 80.4 kcal/mol.

Structure (XYZ):
```
10
Properties=species:S:1:pos:R:3:forces:R:3
O 1.6974 -0.5781 1.2681 0.00 0.15 -0.01
C 0.7764 -0.0490 0.4864 0.00 -0.03 -0.03
O 0.8336 1.1572 0.0761 -0.06 -0.10 0.03
C -0.8700 1.0241 0.1323 -0.04 0.01 -0.25
C -0.9901 0.1588 -1.0570 -0.08 0.15 -0.03
C -0.4823 -0.5834 0.1662 0.11 -0.26 0.20
H 2.3591 0.1098 1.4562 -0.11 -0.12 -0.01
H -2.0224 -0.0894 -1.2952 0.12 0.05 0.08
H -0.3240 0.2452 -1.9135 -0.07 0.00 0.14
H -0.9778 -1.3952 0.6803 0.12 0.14 -0.10
```
Forces are in eV/Å.



C4H4O2 | ωB97M-V with the def2-TZVPD basis set

For the maximum force, the calculation gives 0.0351 hartree/bohr. Its SMILES is O=C=O.C#CC. The total energy is -8306.6253 eV. As for the energy above the lowest of the compared OMol25 structures with the same formula, charge and spin: 10.4 kcal/mol.

Structure (XYZ):
```
10
Properties=species:S:1:pos:R:3:forces:R:3
C -2.0224 -0.8277 -0.1999 0.31 0.17 0.08
C -1.2935 0.1081 -0.0464 -0.28 -0.12 -0.09
C 2.3873 -1.2186 -0.0481 0.03 0.07 -0.11
C -0.4649 1.2793 0.1371 0.20 0.18 0.08
O 2.5914 -1.6544 -1.0849 0.28 -0.74 -1.56
O 2.1947 -0.7604 0.9823 -0.31 0.64 1.66
H -2.6329 -1.6736 -0.3109 -0.36 -0.43 -0.09
H -0.9796 2.0001 0.7714 0.05 0.07 -0.01
H -0.2497 1.7491 -0.8230 0.05 0.03 0.05
H 0.4695 0.9980 0.6223 0.02 0.14 -0.02
```
Forces are in eV/Å.



C4H4O2 | ωB97M-V with the def2-TZVPD basis set

For the maximum force, the calculation gives 0.0728 hartree/bohr. The total energy is -8305.6619 eV. As for the energy above the lowest of the compared OMol25 structures with the same formula, charge and spin: 32.6 kcal/mol.

Structure (XYZ):
```
10
Properties=species:S:1:pos:R:3:forces:R:3
O -1.9288 0.3386 1.6883 0.57 -0.15 -0.45
C -0.9448 0.1030 1.0617 -1.23 0.35 0.66
O -0.1053 -0.9937 1.2077 -0.23 0.16 0.04
C 0.7808 -0.3581 0.3026 2.27 -1.30 -2.67
C 0.1709 -0.2567 -1.0904 -0.57 -0.18 0.37
C -0.0996 0.7647 0.0022 -0.42 0.75 0.09
H 1.8478 -0.5656 0.2365 -0.23 0.44 1.17
H 0.7793 0.1276 -1.9164 -0.01 -0.25 0.53
H -0.5873 -0.9802 -1.3752 -0.05 0.21 0.08
H 0.0870 1.8203 -0.1170 -0.10 -0.01 0.16
```
Forces are in eV/Å.



C4H4O2 | ωB97M-V with the def2-TZVPD basis set

For the maximum force, the calculation gives 0.0136 hartree/bohr. Its SMILES is O=CC#CCO. The total energy is -8304.7595 eV. As for the energy above the lowest of the compared OMol25 structures with the same formula, charge and spin: 53.4 kcal/mol.

Structure (XYZ):
```
10
Properties=species:S:1:pos:R:3:forces:R:3
O 2.4743 -0.6571 -0.4262 0.09 0.21 -0.11
C 1.1069 -0.9582 -0.3481 -0.30 -0.19 0.03
C 0.2493 0.0821 0.2254 -0.46 0.24 0.09
C -0.6884 0.7775 0.5316 0.34 -0.57 -0.20
C -2.0813 1.1535 0.6596 -0.30 -0.13 -0.17
O -2.8905 0.6174 -0.0633 0.04 0.39 0.35
H 2.5465 0.1493 -0.9488 0.23 -0.03 0.03
H 0.9970 -1.8565 0.2661 0.10 0.08 -0.06
H 0.6626 -1.1827 -1.3311 0.23 -0.05 0.10
H -2.3763 1.8745 1.4349 0.03 0.05 -0.06
```
Forces are in eV/Å.



C4H4O2 | ωB97M-V with the def2-TZVPD basis set

For the maximum force, the calculation gives 0.0088 hartree/bohr. The total energy is -8302.4160 eV. As for the energy above the lowest of the compared OMol25 structures with the same formula, charge and spin: 107.5 kcal/mol.

Structure (XYZ):
```
10
Properties=species:S:1:pos:R:3:forces:R:3
O -0.0513 0.3896 2.1453 0.07 0.16 0.16
C 0.5230 0.3473 0.8878 0.06 0.09 -0.30
C -0.0298 0.9752 -0.2072 -0.05 -0.29 -0.09
C -0.4408 0.8777 -1.4046 0.17 0.00 0.42
C -0.7462 -0.5053 -1.6489 0.01 -0.25 0.03
O -0.1206 -1.4206 -1.0474 -0.15 0.21 -0.02
H 0.5713 0.7919 2.7626 -0.11 -0.07 -0.02
H 0.2211 -0.8556 -0.0113 0.08 0.11 -0.22
H 1.6090 0.2165 0.8599 -0.16 -0.01 -0.01
H -1.5356 -0.8167 -2.3362 0.09 0.05 0.06
```
Forces are in eV/Å.



C4H4O2 | ωB97M-V with the def2-TZVPD basis set

For the maximum force, the calculation gives 0.0588 hartree/bohr. Its SMILES is C#CCOC=O. The total energy is -8304.8193 eV. As for the energy above the lowest of the compared OMol25 structures with the same formula, charge and spin: 52.1 kcal/mol.

Structure (XYZ):
```
10
Properties=species:S:1:pos:R:3:forces:R:3
C -0.0691 -0.8045 0.2566 0.22 -1.62 -1.19
C -0.4570 -0.0387 1.4425 -0.28 1.78 -0.80
C -0.9080 0.9427 1.9965 0.51 -2.12 -0.62
C 0.8932 0.2576 -1.5786 -2.13 -0.19 -0.29
O 1.1699 -0.2790 -0.4226 -1.16 -1.20 2.52
O -0.2191 0.3868 -2.0439 1.12 0.37 -0.35
H -0.8356 -0.6683 -0.5934 0.72 -0.51 1.87
H -1.5233 1.6419 2.4626 -0.22 0.83 0.68
H 1.8284 0.4783 -1.9907 1.36 0.90 -1.45
H 0.1205 -1.9169 0.4711 -0.13 1.77 -0.37
```
Forces are in eV/Å.



C4H4O2 | ωB97M-V with the def2-TZVPD basis set

For the maximum force, the calculation gives 0.0266 hartree/bohr. Its SMILES is O=CC#CCO. The total energy is -8303.5843 eV. As for the energy above the lowest of the compared OMol25 structures with the same formula, charge and spin: 80.6 kcal/mol.

Structure (XYZ):
```
10
Properties=species:S:1:pos:R:3:forces:R:3
O 2.1159 -0.6939 -0.7837 0.90 0.33 -0.97
C 0.7648 -0.4641 -1.1441 -0.41 -0.03 0.09
C 0.2005 -0.3876 0.1760 0.04 0.29 0.50
C -0.1184 -0.1009 1.3181 -0.84 -0.07 -1.00
C -1.5608 0.1686 1.5150 -0.44 0.21 -0.23
O -2.2455 0.5848 0.6015 0.08 -0.05 1.20
H 2.3844 0.1010 -0.2907 0.12 -0.47 -0.21
H 0.3125 -1.2733 -1.7404 0.66 0.07 0.24
H 0.5650 0.4833 -1.6847 0.34 -0.37 0.16
H -1.9532 -0.0963 2.4955 -0.45 0.10 0.21
```
Forces are in eV/Å.



The highest maximum force belongs to which entry?
number 2



What is the maximum force in the second record?
0.0813 hartree/bohr



maximum force of number 1 (C4H4O)?
0.0675 hartree/bohr